(1)
The following is a quantum chemistry calculation of 5 unconnected molecules or ions with the total composition C32H39N5O12P, from the OMol25 dataset.

Energy relative to the best compared isomer or geometry (same formula, charge and spin) in kJ/mol: 0.0
M in g mol⁻¹: 716.66
Frontier orbital gap in Ha: 0.3027
Spin multiplicity: 1
Net charge: +1
Largest force on an atom in hartree/bohr: 0.022

Geometry as XYZ:
```
89
C32H39N5O12P (ωB97M-V/def2-TZVPD)
C 4.643 -1.722 2.514
C 5.052 -1.242 1.137
O 4.390 0.021 0.838
P 3.726 0.170 -0.593
O 4.569 -0.242 -1.720
C 2.199 -0.814 -0.550
C 1.384 -0.589 0.716
N -0.090 -0.678 0.466
C -0.629 -2.060 0.345
C -0.280 -2.783 -0.924
O 0.079 -3.928 -0.937
O 3.154 1.639 -0.613
C 3.707 2.706 0.226
C 3.184 2.710 1.647
H 4.713 -2.809 2.564
H 5.274 -1.314 3.300
H 3.614 -1.445 2.739
H 6.121 -1.053 1.076
H 4.815 -1.981 0.373
H 2.500 -1.856 -0.653
H 1.650 -0.501 -1.440
H 1.645 -1.283 1.509
H 1.566 0.414 1.102
H -0.353 -0.107 -0.339
H -0.583 -0.259 1.268
H -1.716 -1.955 0.361
H -0.354 -2.632 1.229
H -0.393 -2.208 -1.858
H 3.403 3.626 -0.269
H 4.793 2.664 0.192
H 3.277 3.721 2.042
H 2.142 2.397 1.691
H 3.765 2.059 2.297
C -0.457 -7.202 3.666
C -1.415 -7.139 4.670
C -1.741 -5.922 5.250
C -1.092 -4.788 4.804
C -0.134 -4.829 3.812
C 0.185 -6.047 3.237
N -1.426 -3.480 5.394
O -2.251 -3.451 6.277
O -0.849 -2.505 4.948
H -0.211 -8.155 3.216
H -1.912 -8.039 5.003
H -2.482 -5.858 6.033
H 0.356 -3.920 3.500
H 0.932 -6.098 2.456
C -7.015 0.035 -0.172
C -6.328 1.240 -0.099
C -5.072 1.289 0.479
C -4.529 0.114 0.971
C -5.198 -1.097 0.916
C -6.454 -1.129 0.337
N -3.190 0.154 1.553
O -2.600 1.214 1.601
O -2.687 -0.897 1.933
H -7.995 0.003 -0.629
H -6.770 2.143 -0.494
H -4.526 2.218 0.543
H -4.751 -1.994 1.317
H -6.994 -2.063 0.282
C -2.386 -2.521 -7.038
C -3.728 -2.166 -7.000
C -4.292 -1.691 -5.826
C -3.488 -1.582 -4.707
C -2.152 -1.935 -4.723
C -1.598 -2.408 -5.899
N -4.068 -1.063 -3.459
O -5.240 -0.769 -3.455
O -3.335 -0.953 -2.486
H -1.952 -2.886 -7.958
H -4.339 -2.255 -7.887
H -5.333 -1.411 -5.783
H -1.557 -1.836 -3.830
H -0.554 -2.688 -5.929
C 2.924 9.212 -2.459
C 2.418 9.389 -1.177
C 2.867 8.592 -0.137
C 3.822 7.630 -0.407
C 4.338 7.434 -1.674
C 3.879 8.236 -2.707
N 4.314 6.791 0.698
O 3.835 6.964 1.798
O 5.171 5.967 0.444
H 2.574 9.841 -3.266
H 1.676 10.151 -0.986
H 2.485 8.719 0.865
H 5.085 6.675 -1.850
H 4.273 8.101 -3.704
```

(2)
The following is a quantum chemistry calculation of a molecular structure, C32H39N9NdO2S, from the OMol25 dataset.

Energy relative to the best compared isomer or geometry (same formula, charge and spin) in kJ/mol: 27.5
M in g mol⁻¹: 758.03
Frontier orbital gap (spin up / spin down) in Ha: 0.3059 / 0.3051
Spin multiplicity: 4
⟨S²⟩: 3.753
Net charge: +1
Largest force on an atom in hartree/bohr: 0.010

Geometry as XYZ:
```
84
C32H39N9NdO2S (ωB97M-V/def2-TZVPD)
Nd 0.042 -0.092 -0.124
C -3.208 -1.134 2.437
C -2.697 -2.243 1.527
N -1.284 -2.141 1.100
C -0.332 -2.856 1.967
C 0.270 -2.002 3.071
N 0.660 -0.625 2.669
C 0.019 0.358 3.563
C 0.705 1.710 3.628
C 1.088 2.352 2.304
N 0.037 2.307 1.272
C -1.178 3.081 1.559
C -2.327 2.220 2.066
N -2.442 0.987 1.280
C -3.586 0.151 1.712
H -2.492 -0.930 3.237
H -4.113 -1.506 2.925
H -3.305 -2.251 0.618
H -2.853 -3.210 2.013
H -1.250 -2.649 0.225
H 0.463 -3.237 1.334
H -0.809 -3.723 2.435
H 1.138 -2.538 3.460
H -0.438 -1.930 3.898
H 1.662 -0.535 2.789
H -0.024 -0.032 4.585
H -1.002 0.471 3.218
H 1.624 1.629 4.215
H 0.047 2.373 4.197
H 1.957 1.844 1.884
H 1.390 3.386 2.503
H 0.463 2.703 0.438
H -1.493 3.568 0.633
H -0.978 3.879 2.281
H -3.247 2.812 2.016
H -2.189 1.959 3.115
H -2.635 1.269 0.328
H -4.177 -0.112 0.831
H -4.241 0.742 2.358
O 0.878 -3.551 -2.991
C 0.812 -2.878 -1.991
N -0.209 -1.992 -1.679
C -1.484 -2.389 -2.016
O -1.900 -3.529 -2.052
C -2.456 -1.266 -2.275
C -3.476 -1.492 -3.190
C -4.336 -0.457 -3.499
C -4.154 0.765 -2.867
C -3.129 0.888 -1.953
N -2.282 -0.102 -1.642
C 1.963 -2.912 -1.009
C 2.945 -3.875 -1.180
C 4.026 -3.887 -0.315
C 4.101 -2.913 0.670
C 3.079 -1.990 0.763
N 2.012 -1.995 -0.037
H -3.559 -2.472 -3.639
H -5.129 -0.593 -4.223
H -4.792 1.613 -3.077
H -2.967 1.844 -1.464
H 2.841 -4.580 -1.993
H 4.805 -4.630 -0.418
H 4.943 -2.859 1.348
H 3.130 -1.193 1.496
N 6.925 2.893 -2.918
C 5.934 2.500 -2.488
C 4.689 2.011 -1.948
C 3.941 2.805 -1.086
C 2.752 2.319 -0.560
C 2.226 1.046 -0.836
C 3.018 0.302 -1.729
C 4.209 0.749 -2.280
H 4.294 3.797 -0.830
H 2.238 3.013 0.100
H 2.696 -0.684 -2.052
H 4.771 0.124 -2.963
S -0.007 2.177 -4.862
C -0.635 3.405 -3.856
C -0.650 2.975 -2.571
N -0.187 1.694 -2.375
C 0.181 1.163 -3.507
H -0.936 4.364 -4.247
H -0.974 3.569 -1.727
H 0.586 0.164 -3.602
```

(3)
The following is a quantum chemistry calculation of a molecular structure, C32H40CeN5O6S, from the OMol25 dataset.

M in g mol⁻¹: 762.88
Frontier orbital gap (spin up / spin down) in Ha: 0.1980 / 0.1981
Spin multiplicity: 1
Net charge: +1
Largest force on an atom in hartree/bohr: 0.069

Geometry as XYZ:
```
85
C32H40CeN5O6S (ωB97M-V/def2-TZVPD)
Ce -17.100 12.373 3.768
O -15.648 10.946 2.635
C -15.862 9.669 2.377
C -15.686 9.182 1.084
C -15.463 7.876 0.826
C -15.632 6.896 1.821
C -15.878 7.305 3.120
C -16.107 8.673 3.422
C -16.744 9.042 4.642
N -17.377 10.167 4.822
C -18.229 10.240 5.991
C -19.379 11.276 5.874
N -18.898 12.653 5.414
C -19.826 13.568 5.476
C -19.496 14.949 5.492
C -20.352 15.836 6.207
C -20.211 17.193 6.153
C -19.184 17.687 5.341
C -18.256 16.893 4.750
C -18.350 15.485 4.762
O -17.465 14.777 4.164
H -15.657 9.934 0.322
H -15.131 7.615 -0.172
H -15.436 5.839 1.613
H -16.126 6.597 3.908
H -16.662 8.339 5.436
H -17.667 10.402 6.870
H -18.726 9.288 6.208
H -19.798 11.403 6.866
H -20.179 10.897 5.176
H -20.873 13.266 5.681
H -21.148 15.433 6.857
H -20.915 17.807 6.680
H -19.086 18.747 5.188
H -17.457 17.296 4.181
C -11.305 13.757 7.036
C -11.809 14.630 5.886
N -13.286 14.656 5.756
C -13.992 15.698 6.526
C -14.643 15.216 7.828
C -13.955 13.632 5.190
C -13.168 12.520 4.561
N -15.296 13.522 5.142
H -10.215 13.633 7.032
H -11.798 12.765 6.931
H -11.666 14.135 8.022
H -11.367 14.381 4.915
H -11.540 15.687 6.072
H -14.736 16.195 5.898
H -13.264 16.455 6.772
H -15.244 14.339 7.612
H -15.391 15.968 8.151
H -13.913 14.986 8.599
H -12.351 12.938 4.030
H -13.798 11.995 3.827
H -12.849 11.841 5.362
H -15.798 14.383 5.335
C -12.002 18.521 2.048
C -13.414 18.222 1.573
C -14.068 19.062 0.693
C -15.352 18.688 0.218
C -16.046 17.664 0.872
C -15.434 16.906 1.883
C -14.116 17.172 2.196
S -17.649 17.067 0.399
O -18.475 17.148 1.569
O -18.183 17.705 -0.797
N -17.278 15.499 -0.061
C -18.488 14.832 -0.635
C -18.387 13.301 -0.553
C -18.162 12.675 0.855
O -18.552 11.515 1.084
O -17.534 13.355 1.711
H -11.470 18.952 1.221
H -11.485 17.672 2.435
H -12.073 19.306 2.809
H -13.565 19.974 0.365
H -15.813 19.204 -0.598
H -16.017 16.199 2.489
H -13.610 16.504 2.912
H -16.950 14.855 0.668
H -18.576 15.152 -1.710
H -19.382 15.172 -0.075
H -17.549 12.887 -1.151
H -19.322 12.943 -1.054
```